No. 1
A structure of composition C42H26IN6O6Pb, computed with ωB97M-V with the def2-TZVPD basis set.

Calculated values
M: 1044.81 g mol⁻¹
Total charge: -1
E_tot: -2886.6268 hartree
ΔE to the lowest compared entry with this formula, charge and spin: 37.7 kcal per mole
Lowest unoccupied orbital energy: 0.0280 hartree

The geometry in XYZ format:
```
82
Properties=species:S:1:pos:R:3:mulliken_charge:R:1
O -2.39120 -0.51930 2.82318 -0.748
C 2.76109 -1.06629 1.33039 -1.031
H -3.37787 4.03858 -1.78710 0.474
C -1.46240 4.93997 -2.11305 -0.804
C 4.74163 -1.96531 0.25901 -0.482
H -0.96683 4.64024 0.80885 0.459
H 1.24972 1.72814 3.65240 0.518
C 1.67418 5.01424 1.06088 -0.379
C 2.03944 -2.28862 -5.69084 -0.389
N -0.49249 -4.34970 5.90354 1.038
C 0.81039 -1.90948 2.70003 -0.450
C 1.00355 -0.66169 -4.27953 0.300
N 0.39407 -1.60973 -3.57664 0.308
H 2.79476 2.60507 0.91262 0.559
C -4.01313 1.50306 -1.78168 0.180
C -0.55430 -1.99289 3.00638 0.981
C -2.35134 3.87614 -2.06998 -0.202
C 3.35880 -1.90766 0.40143 0.382
C 1.85010 -0.96498 -5.34480 -0.571
O -1.67467 -4.34615 6.18167 -0.631
C 1.30980 -3.45607 4.49692 -1.066
C -0.37381 1.37419 0.05317 -0.965
C 0.58357 -2.88273 -3.91098 -0.614
C 1.27271 -0.99560 1.56570 1.583
H -7.40686 -0.79823 0.40360 0.406
H 5.17860 -2.62340 -0.47889 0.450
O -1.60319 -1.51482 0.96296 -0.617
H 2.78002 -2.58517 3.23220 0.440
H -1.81822 5.93709 -1.88080 0.414
C -0.13379 4.72376 -2.44601 -0.804
H -2.01908 -2.80190 4.33983 0.621
H 0.06298 -3.61685 -3.30247 0.630
O -4.76544 2.47787 -1.87730 -0.802
I 2.20450 -3.13073 -0.83997 0.131
C -4.51847 -2.02570 -0.81358 -0.084
C -5.89354 0.30869 -0.63538 -0.530
H -3.91943 -2.92635 -0.88511 0.389
C -0.97239 -2.77333 4.07496 -0.479
C 1.72512 2.61301 0.74630 -1.390
C -1.92965 2.56777 -2.32925 -0.123
C 0.28890 3.44960 -2.79324 -0.465
C -1.63235 -1.26508 2.19755 -0.188
C -0.58715 2.36076 -2.76159 -0.158
C -6.44603 -0.83639 -0.09420 -0.337
H -6.13450 -2.94668 0.24754 0.387
Pb -1.35836 -0.47441 -1.53655 1.178
C 1.02291 3.75808 0.81011 0.954
C -5.74672 -2.03253 -0.17989 -0.713
H 2.01063 -4.03688 5.07672 0.510
H 1.50857 -4.32645 -5.19978 0.403
H 3.59673 1.04953 3.89483 0.482
N 2.18748 6.01996 1.27382 -0.625
H 1.63398 0.71989 -0.19278 0.658
C 5.54835 -1.18056 1.06517 -0.808
O 0.34475 -5.01249 6.48976 -0.646
H -0.17334 0.48188 2.14222 1.014
C -1.07391 2.56344 0.37731 -0.610
H 1.30774 3.28033 -3.10112 0.498
N -2.70156 1.42197 -2.04903 -0.045
C -0.41732 3.71540 0.68027 -0.877
H -6.38039 1.27128 -0.59232 0.463
C 1.02859 1.33356 0.48226 1.598
H 0.57192 5.54562 -2.47334 0.448
H 6.62402 -1.22780 0.95708 0.397
H 2.68531 -2.55217 -6.51949 0.400
C 4.97475 -0.33492 2.00179 -0.926
N -0.21463 1.04488 -3.07271 0.009
C -0.03984 -3.50021 4.78957 -0.422
C 3.59318 -0.26607 2.13337 1.463
C 0.87525 0.45663 1.85041 0.008
N -3.99116 -0.92762 -1.34552 -0.167
C 1.70562 1.02348 2.96874 -1.574
H 2.32860 -0.14818 -5.86435 0.476
C 0.77726 0.80800 -3.93554 0.118
O 1.50779 1.61159 -4.52885 -0.788
H 0.72645 -1.31149 0.67505 0.660
H -2.14937 2.58819 0.27323 0.660
C 1.72270 -2.64262 3.45607 -0.684
H 5.59917 0.28513 2.63375 0.465
C 1.39070 -3.27779 -4.96263 -0.756
C 2.97551 0.65225 3.10068 -1.082
C -4.64710 0.22368 -1.24699 0.521
```

---

No. 2
A structure of composition C22H29BrClN4ORuS at a distorted geometry, computed with ωB97M-V with the def2-TZVPD basis set.

Calculated values
M: 614.00 g mol⁻¹
Multiplicity: 2
Total charge: +2
E_tot: -4676.6943 hartree
ΔE to the lowest compared entry with this formula, charge and spin: 54.5 kcal per mole
Lowest unoccupied orbital energy (alpha / beta): -0.2585 / -0.2407 hartree

The geometry in XYZ format:
```
60
Properties=species:S:1:pos:R:3:lowdin_spin:R:1
H -0.89353 4.58742 1.86798 0.000
C 0.68663 2.45270 -1.96989 0.000
H 3.19843 0.92198 5.95536 0.000
H -3.10338 0.32183 3.04708 0.000
O 0.13491 -0.29015 0.62300 0.004
C -1.38732 1.26594 2.17513 0.000
C -3.24097 2.47223 3.09046 0.000
H 1.32769 1.18225 -4.35606 0.000
C 1.34223 0.10282 -4.23200 0.004
H 0.23149 2.43313 1.37740 0.000
N -0.61214 1.88727 -1.57652 -0.010
N 1.65948 0.17095 -1.77816 0.064
H 0.71685 2.52794 -3.05366 0.000
C 1.81964 1.58603 -1.43850 0.004
H -4.20140 2.47959 3.58714 0.000
H -1.79591 -2.76087 -3.43488 0.000
H -0.79154 2.05952 -0.59063 0.000
N -0.03469 -0.36842 -3.99884 0.056
C -1.18506 -3.36154 -2.77201 -0.001
H 2.76857 1.98146 -1.81422 0.002
C -0.55348 -5.45823 -1.82515 0.000
Cl -3.15051 -0.23076 -2.15368 0.029
C 2.22324 -0.28764 -3.05247 0.004
H 2.22654 0.57408 1.79929 0.000
H 1.77077 -0.32347 -5.14074 0.001
C 0.35043 -0.20596 4.52388 0.000
C 2.85272 0.80346 3.84580 0.000
C -1.37944 3.65372 2.11826 0.000
C -0.75423 2.45063 1.82950 0.000
Ru -0.63279 -0.49333 -1.59750 0.968
C -2.66339 -0.53884 -0.51464 -0.107
H 3.82829 1.18918 3.58360 0.000
C 1.25382 0.13095 5.51868 0.000
H -0.69375 0.16357 -4.55564 0.001
H 0.98110 -0.00873 6.55535 0.000
Br 1.47822 -5.67574 0.18239 0.000
C 1.95708 0.46622 2.84229 0.000
H 2.28289 -1.37715 -3.01458 0.000
H -2.95618 -1.53650 -0.20333 -0.006
H -3.07974 4.60669 3.00993 0.000
H 0.82279 3.46028 -1.56852 0.000
H 1.81764 1.65496 -0.35004 0.000
C 0.49912 -3.40342 -1.20021 -0.001
C 0.70858 -0.01089 3.19749 0.001
H -0.62303 -0.60693 4.78065 0.000
H 1.24878 -2.85291 -0.64594 0.000
S -0.56261 -0.33565 1.96827 0.002
C -2.61364 3.66380 2.75889 0.000
C 2.49877 0.64534 5.17894 0.000
H -0.10677 -1.33637 -4.29373 0.000
C 0.37478 -4.77551 -1.05192 0.000
H 2.06099 -0.38242 -1.02930 0.000
H 3.23313 0.10561 -3.20520 0.002
C -2.62719 1.26171 2.79335 0.000
H -3.01364 0.25257 0.13854 -0.005
H -1.36550 2.30474 -2.11046 0.000
N -0.27329 -2.70945 -2.03948 -0.009
C -1.34492 -4.73256 -2.70226 0.000
H -2.07142 -5.22439 -3.33289 0.000
H -0.64413 -6.53278 -1.74561 0.000
```

---

No. 3
A structure of composition C13H23BN6OSiTc at a distorted geometry, computed with ωB97M-V with the def2-TZVPD basis set.

Calculated values
M: 416.27 g mol⁻¹
Multiplicity: 4
Total charge: +2
E_tot: -1307.5418 hartree
Lowest unoccupied orbital energy (alpha / beta): -0.3096 / -0.3436 hartree

The geometry in XYZ format:
```
46
Properties=species:S:1:pos:R:3:lowdin_spin:R:1
H 2.14776 -2.14765 -0.01762 0.000
C 2.08364 -1.41943 -3.23971 0.038
N 0.68944 1.96938 -1.26199 0.065
H -2.00076 -0.06438 -4.44610 0.002
N 0.74789 1.97846 -2.69732 0.024
H -1.07860 -2.60530 1.18626 0.000
H 1.48948 5.05001 -1.83034 0.000
H 0.80464 -1.39318 5.13071 0.002
B 0.35913 0.61553 -3.35994 0.002
C -2.00208 -3.11054 1.68470 0.000
H 1.34915 1.37166 5.23939 0.000
H 0.88230 3.48706 0.28136 0.002
H -3.09205 -0.59676 -0.24178 0.000
H 2.14968 -1.58426 -4.31034 0.002
H 1.14023 3.58128 -4.00550 0.004
Si 0.33462 0.20381 3.32161 0.028
H -4.17372 -0.75891 -2.79924 0.000
C 2.03871 -1.74290 -1.02130 0.014
O 0.13409 0.06022 1.66794 0.232
C -2.17280 -0.13657 -3.39728 0.039
Tc 0.04875 0.53033 -0.18671 2.283
C 0.94141 3.22553 -0.77256 0.031
C -3.18369 -0.49991 -2.53829 0.018
H 1.27023 2.50380 3.86684 0.000
H -2.55806 -3.71384 0.90325 0.000
N -1.38428 -0.14378 -1.38344 0.044
N 1.24344 -0.66012 -1.31060 0.008
C 2.58552 -2.21624 -2.22096 0.012
N -1.07229 0.17098 -2.73159 0.027
C 1.22993 4.00164 -1.87847 0.022
C 0.80267 -1.45305 4.03598 0.012
H 1.78819 -1.80554 3.72092 0.000
H 0.07696 -2.20901 3.72768 0.000
H 0.40646 0.62898 -4.60938 0.000
H 2.57401 1.34143 3.94773 0.000
H -1.59086 1.71921 3.35071 0.000
H -2.67691 -2.33853 2.12871 0.000
C -2.69626 -0.46913 -1.23902 0.011
H -2.11244 0.03470 3.33634 0.000
H -1.53148 0.76979 4.86738 0.001
N 1.34254 -0.41520 -2.71417 0.011
H 3.24111 -3.06849 -2.35935 0.000
C 1.50341 1.47085 4.14957 0.000
C 1.07815 3.23720 -3.01464 0.058
C -1.39500 0.73128 3.78148 0.009
H -1.61099 -3.66951 2.59626 0.000
```

---

No. 4
The molecule C3H6N2 at a distorted geometry, computed with ωB97M-V with the def2-TZVPD basis set.

Calculated values
M: 70.09 g mol⁻¹
Total charge: 0
SMILES: C1=NCCN1
E_tot: -227.3762 hartree
ΔE to the lowest compared entry with this formula, charge and spin: 30.5 kcal per mole
Lowest unoccupied orbital energy: 0.0370 hartree

The geometry in XYZ format:
```
11
Properties=species:S:1:pos:R:3:nbo_charge:R:1
H -1.78616 -1.72487 -0.08986 0.186
N -1.11255 0.27741 0.04061 -0.649
H 1.58600 -0.33900 1.09701 0.204
C 1.16116 -0.26791 0.08610 -0.270
N 0.33112 -1.48757 -0.14328 -0.494
H 0.17133 1.55159 -1.12583 0.204
H -2.02822 0.68360 0.12768 0.408
H 2.15287 -0.24918 -0.62032 0.203
C 0.20887 0.94404 -0.14690 -0.251
C -0.87113 -1.07622 -0.00546 0.258
H 0.18673 1.68811 0.78026 0.201
```